{"formula": "C4H3N3O", "method": "ωB97M-V with the def2-TZVPD basis set", "smiles": "c1nc2conc2[nH]1", "e_lumo_ha": 0.02808, "homo_energy_ev": -8.9, "gap_ev": 9.71, "relative_energy_kcal_mol": 49.3, "symbols": ["C", "C", "C", "C", "H", "H", "H", "N", "N", "N", "O"], "positions_angstrom": [[-1.69747, 0.12788, -0.01719], [0.28298, 0.69521, 0.06684], [1.60204, 0.98682, -0.00141], [0.26464, -0.68393, -0.09993], [-1.48955, -1.85075, 0.02625], [-2.82114, 0.04808, 0.04389], [2.20583, 1.88202, 0.13286], [-1.03141, -1.03957, 0.05344], [-1.01076, 1.21823, -0.12002], [1.38732, -1.27679, -0.06251], [2.30752, -0.10721, -0.02222]], "forces_ev_per_angstrom": [[-3.391, 1.281, -0.058], [-0.021, 1.772, -2.335], [0.041, 1.631, 0.846], [-0.032, -0.627, 1.893], [-1.548, -3.985, -0.199], [1.348, 0.482, -0.318], [-0.397, -0.082, -0.298], [1.394, 2.433, -0.397], [0.115, -0.339, 1.398], [2.771, 0.112, -0.351], [-0.281, -2.678, -0.182]], "nbo_charge": [0.24, -0.06, 0.17, 0.25, 0.41, 0.19, 0.22, -0.55, -0.43, -0.16, -0.29]}

{"formula": "C6H11N5", "method": "ωB97M-V with the def2-TZVPD basis set", "e_lumo_ha": [-0.33455, -0.33456], "homo_energy_ev": [-16.2, -16.2], "gap_ev": [7.11, 7.11], "relative_energy_kcal_mol": 151.2, "charge": 2, "symbols": ["C", "C", "C", "C", "C", "C", "N", "N", "N", "N", "N", "H", "H", "H", "H", "H", "H", "H", "H", "H", "H", "H"], "positions_angstrom": [[-0.30505, -1.27758, -1.65054], [-0.75263, 1.53993, -0.36370], [-1.95172, -0.83140, -0.19341], [-1.63484, 2.46075, -0.35154], [1.28196, 0.78576, 0.50076], [3.36517, -0.18147, 1.38722], [2.37691, 0.11576, 0.38199], [0.17957, 0.66731, -0.41181], [0.44145, -0.37443, -1.26790], [-1.52529, -1.55275, -1.18180], [-3.05235, -1.08749, 0.51478], [0.12057, -1.83861, -2.36815], [-1.50583, 3.50044, -0.69867], [-2.51408, 2.27361, 0.10648], [1.07395, 1.36896, 1.45935], [3.68097, 0.70309, 1.83342], [4.23462, -0.76437, 0.99181], [2.91361, -0.70643, 2.13780], [2.72969, -0.21566, -0.52883], [-2.11358, -2.15666, -1.78119], [-3.46164, -0.47992, 1.15515], [-3.58146, -1.94885, 0.32879]], "forces_ev_per_angstrom": [[-2.358, 0.540, 1.474], [-0.643, -1.579, -0.180], [-2.558, 3.404, 4.113], [2.413, 1.746, -1.238], [-0.396, 0.075, 1.548], [1.657, 0.008, -0.907], [-0.341, 0.366, -1.876], [3.048, 0.390, 1.305], [3.276, 2.990, -0.654], [-1.676, -2.576, -2.423], [1.615, -2.716, -3.441], [1.084, -2.431, -2.426], [0.245, -0.628, -0.234], [-2.925, -0.684, 1.597], [0.262, -0.838, -1.383], [0.976, 1.695, 0.663], [-0.989, 0.682, 0.037], [-1.196, -1.747, 1.911], [-1.367, -0.125, 0.028], [0.226, -0.193, 0.634], [-0.268, 1.239, 1.217], [-0.086, 0.381, 0.234]], "nbo_charge": [0.37, 0.49, 0.21, -0.35, 0.42, -0.43, -0.40, -0.23, -0.35, -0.61, -0.70, 0.24, 0.32, 0.29, 0.27, 0.25, 0.27, 0.24, 0.48, 0.42, 0.42, 0.40]}